Entry 1:
Entry from OMol25: a structure of composition C5H11NO3 (wB97M-V/def2-TZVPD).

* electronic energy: -477.47283 hartree
* relative energy (zero: lowest compared OMol25 entry of this formula, charge and spin): 95.8 kcal/mol
* net charge: 0

Each line ends with the Löwdin charge.
Geometry (Å):
1 H 0.203595 1.980043 -1.425242  0.08
2 O 2.630829 1.837716 -0.536958  0.02
3 H -2.257503 -0.461744 1.462647  0.09
4 C 1.999824 1.521296 0.642726  -0.36
5 H -2.309225 -0.857910 -0.906553  0.07
6 H 0.142821 0.311718 -1.964578  0.09
7 H -2.252514 -2.505010 -0.879582  0.09
8 C 0.140705 0.586376 0.177614  -0.24
9 H 1.067605 -0.847553 1.458958  0.10
10 H 1.237109 -1.158519 -0.356550  0.11
11 O 2.488796 1.882940 1.689174  0.04
12 H -1.319292 1.143668 -1.318432  0.07
13 C -1.041322 -1.630559 0.494846  -0.38
14 H 3.395806 2.406244 -0.305571  0.11
15 H -0.583695 -2.595216 0.702699  0.12
16 N -1.707989 -1.655984 -0.745771  0.05
17 C 0.696923 -0.675443 0.452964  -0.08
18 C -0.239535 1.002715 -1.211020  -0.09
19 O -1.835885 -1.320395 1.599938  -0.02
20 H -0.457053 1.035618 0.968690  0.12

Forces on atoms 1 to 3 (eV/Å):
-0.094 -0.109 0.025
-0.238 -0.144 0.261
0.046 -0.091 0.055

Entry 2:
Entry from OMol25: the molecule C5H8O2 (wB97M-V/def2-TZVPD).

* electronic energy: -345.73857 hartree
* relative energy (zero: lowest compared OMol25 entry of this formula, charge and spin): 41.7 kcal/mol
* net charge: 0

Each line ends with the Löwdin charge.
Geometry (Å):
1 H -0.716904 2.096235 -0.183260  0.10
2 H 2.350177 -0.888480 1.364579  0.09
3 H -0.713769 1.226595 -1.729554  0.11
4 H -2.460323 0.546211 0.689948  0.12
5 H -2.678375 -0.051951 -0.971349  0.11
6 C -0.910545 -0.895208 0.104476  -0.37
7 O 2.446158 -0.124133 0.779242  -0.10
8 H 0.662705 0.347305 0.993524  0.16
9 C 0.254677 0.072326 -0.019054  -0.21
10 O -0.983751 -2.075932 0.323322  0.10
11 C -1.935123 0.200074 -0.208057  -0.08
12 H 2.103053 0.269700 -1.197310  0.12
13 H 1.722073 -1.411859 -0.706504  0.12
14 C -0.745736 1.103892 -0.639743  -0.11
15 C 1.658583 -0.355077 -0.418449  -0.18

Forces on atoms 1 to 3 (eV/Å):
0.005 -0.169 -0.080
0.057 0.123 -0.249
0.249 -0.191 0.259

Entry 3:
Entry from OMol25: a cluster of 12 separate species, C16H51NO11S in total (wB97M-V/def2-TZVPD).

* 2S+1: 2
* electronic energy: -1920.48317 hartree
* <S²>: 0.750
* net charge: -1

Each line ends with the Löwdin charge.
Geometry (Å):
1 H 4.385206 -2.334436 -0.512202  0.07
2 O 1.235966 4.768194 0.953918  -0.11
3 H 1.061886 3.068134 2.175558  0.06
4 C 3.026116 2.460464 -1.009172  -0.16
5 H 2.195116 -1.314216 -3.506862  0.03
6 C 1.306956 4.130164 2.164218  -0.19
7 H -0.815694 -0.984386 1.618608  0.03
8 H 1.840656 -5.146036 2.524018  0.06
9 H 0.315996 0.121564 -4.987692  0.08
10 H -3.292664 -1.184626 2.437738  0.05
11 H -0.392684 -1.966516 3.343128  0.06
12 H -0.939934 -2.388946 0.731078  0.06
13 H 0.411666 1.784904 -1.004072  0.00
14 H 1.745046 -3.174086 0.528268  0.05
15 H -2.845714 5.023664 -1.641562  0.09
16 O -3.368994 0.550634 1.557968  -0.15
17 N -1.121434 3.609204 -4.081932  0.03
18 H -0.100054 -0.849476 -3.536802  0.04
19 H 2.327366 4.214234 2.538128  0.09
20 H 2.858396 1.967714 -0.051492  0.08
21 H -2.038684 -1.013406 0.341998  0.04
22 C -2.427914 -1.982736 -2.443382  -0.27
23 H 0.016896 -2.468216 5.566178  0.07
24 H 1.004736 -4.890536 0.389128  0.08
25 H 3.937866 3.930134 -0.356142  0.05
26 H -3.494754 -2.200236 -2.494882  0.03
27 S 0.216376 -0.434386 -0.441202  0.92
28 H 4.718146 -1.914606 -2.238482  0.09
29 H -2.615374 0.162704 3.415748  0.08
30 H -1.703984 -2.556206 5.865938  0.08
31 H 3.102096 -1.968506 2.579298  0.06
32 H -2.396674 -1.001726 -1.969302  0.05
33 H 2.697826 -4.592376 0.249128  0.07
34 C -0.952034 -2.120056 5.208328  -0.21
35 H 0.865156 0.534304 -3.244892  0.05
36 C 1.798776 -4.239086 0.754098  -0.12
37 C -3.394724 -0.135266 2.714378  -0.25
38 H 3.167366 1.719214 -1.795742  0.08
39 H -0.921884 3.131354 -4.949082  0.14
40 O 4.240086 3.188614 -0.885672  -0.11
41 H -6.191374 -0.319546 -0.184202  0.01
42 H -1.221994 1.617154 -0.447492  0.06
43 O -5.783814 -0.580386 0.644928  -0.28
44 C -0.784004 4.240304 -1.959382  -0.15
45 H 4.285436 -0.690436 -1.094692  0.08
46 C -0.191064 1.365664 -0.198442  -0.18
47 H -4.190824 0.221474 1.186678  0.02
48 H -4.568654 -2.137316 1.254798  0.05
49 H -2.077294 -1.869116 -3.469172  0.06
50 C -0.230404 3.675704 -3.074642  -0.19
51 O -1.095074 -2.365826 3.861588  -0.10
52 H 2.051676 5.241774 0.775208  0.08
53 C -5.460354 -1.970876 0.650428  -0.25
54 O 3.628106 -0.085976 2.153208  -0.12
55 O 1.586946 -0.595226 0.188588  -0.56
56 C -2.346554 4.112464 -3.550162  -0.13
57 O 1.879986 -4.237716 2.215778  -0.14
58 H 3.089876 -0.288216 1.384428  0.01
59 O 2.794116 -1.763606 -1.764152  -0.15
60 H 4.489656 -1.392006 3.515618  0.07
61 H -5.113534 -2.326286 -0.319882  0.05
62 O 1.881006 -0.822356 -4.269102  -0.13
63 C 4.015876 -1.376016 2.534098  -0.19
64 C -1.021814 -1.310076 0.599028  -0.23
65 H 2.343276 -1.429826 -0.985092  -0.03
66 C -2.077494 4.588444 -2.263512  -0.13
67 H 0.761386 3.293834 -3.266782  0.10
68 C 4.089626 -1.727326 -1.367852  -0.19
69 H 0.480726 4.493474 2.775318  0.08
70 H 4.727916 -1.963266 1.954228  0.07
71 H 2.253756 3.113364 -1.415722  0.06
72 H 0.166346 1.763934 0.751158  0.04
73 H -3.277304 4.125404 -4.097822  0.09
74 H -0.880814 -1.108086 5.606988  0.07
75 H -4.365334 0.061804 3.169548  0.08
76 H -6.358054 -2.544506 0.881058  0.06
77 H -0.236904 4.415624 -1.044862  0.08
78 O -1.806694 -2.974396 -1.656252  -0.17
79 H -1.550424 -3.741846 -2.172912  0.08
80 C 0.651576 -0.215286 -4.006862  -0.18

Forces on atoms 1 to 3 (eV/Å):
-0.212 -0.500 -0.019
-0.155 0.503 -2.205
0.326 -0.350 -0.852